Entry from OMol25: the molecule C2H4I2N2O (ωB97M-V with the def2-TZVPD basis set).

Geometry as XYZ:
```
11
Properties=species:S:1:pos:R:3
I -0.507 0.230 3.297
I 2.655 0.651 -0.774
O -1.654 -0.842 -1.382
N -0.866 -0.096 1.361
N 1.252 0.431 0.612
C -0.346 -0.386 -1.028
C -0.008 -0.019 0.433
H -0.073 0.660 -1.668
H 1.500 0.883 1.506
H -2.378 -0.332 -1.059
H 0.425 -1.180 -1.297
```

Output
**HOMO-LUMO gap**: 8.334 eV
**ΔE to the lowest compared entry with this formula, charge and spin**: 0.783 eV
**E_HOMO**: -8.74 eV
**Maximum force**: 3.27 eV/Å
**Molar mass**: 325.87 g mol⁻¹
**Total energy**: -23365.5922 eV
**SMILES**: OC/C(=N/I)NI


Entry from OMol25: the molecule C2H4I3P (ωB97M-V with the def2-TZVPD basis set).

Geometry as XYZ:
```
10
Properties=species:S:1:pos:R:3
I -1.571 1.224 1.788
I -3.004 1.278 -1.807
I -2.509 -2.120 0.038
P -1.382 -0.003 -0.334
C 1.590 0.311 0.150
C 0.493 -0.674 0.007
H 2.326 -0.182 0.807
H 0.700 -1.385 -0.708
H 2.131 0.469 -0.704
H 1.226 1.082 0.762
```

Output
**HOMO-LUMO gap (alpha / beta)**: 6.804 / 6.398 eV
**ΔE to the lowest compared entry with this formula, charge and spin**: 0.843 eV
**E_HOMO (alpha / beta)**: -8.48 / -7.89 eV
**Maximum force**: 3.79 eV/Å
**Molar mass**: 439.74 g mol⁻¹
**Total energy**: -35728.0199 eV
**SMILES**: CC=P(I)(I)I